The following is a quantum chemistry calculation of a molecular structure, C16H24B2F8K2O12, from OMol25.

Its multiplicity is 1. The value obtained for the HOMO-LUMO gap is 8.56 eV. For the relative energy (zero: lowest compared OMol25 entry of this formula, charge and spin), the calculation gives 50.6 kcal per mole. The calculation puts the highest occupied orbital energy at -0.3910 Ha.

XYZ file:
```
64
Properties=species:S:1:pos:R:3:forces:R:3:mulliken_charge:R:1
K -1.7225 0.7100 4.8760 -0.50 -0.44 -0.41 1.01
K -3.5659 1.7802 0.5447 -0.69 -0.39 0.17 1.06
B -5.8219 -0.1580 2.5718 -0.12 -1.23 1.32 0.51
F -7.0435 -0.3035 3.2229 0.20 0.32 -0.29 -0.34
F -5.8192 0.9069 1.6723 0.15 0.87 -0.88 -0.42
F -4.8208 0.1694 3.5715 0.29 0.11 -0.08 -0.36
F -5.4746 -1.3485 1.9283 0.19 0.43 -0.05 -0.37
B -1.1772 -0.2257 1.3979 -0.58 -2.64 -1.01 0.43
F -1.4061 -1.5010 0.8505 0.49 0.18 -0.02 -0.30
F 0.1137 -0.1693 1.9175 -0.27 0.65 0.63 -0.23
F -1.3199 0.6884 0.3344 0.01 0.77 0.42 -0.44
F -2.2162 -0.1198 2.3651 0.71 1.47 0.35 -0.42
C 1.9451 -2.7248 0.5877 -1.01 0.57 0.45 -0.82
C 2.8615 -2.7899 1.7865 0.69 -0.94 -0.41 0.27
C 2.3733 -2.0672 3.0504 0.06 -1.44 0.57 0.17
O 2.2774 -3.1316 4.0240 -0.26 -0.02 -0.02 -0.42
C 2.5583 -4.3368 3.4664 -0.14 0.29 0.12 0.59
O 2.4255 -5.3676 4.0381 0.16 -0.13 -0.04 -0.53
O 2.9993 -4.1715 2.2118 -0.24 0.01 0.02 -0.39
H 1.4767 -1.7341 0.5833 0.48 0.19 -0.45 -0.20
H 1.0468 -3.3400 0.7081 0.34 -0.41 0.15 0.29
H 2.4377 -2.9684 -0.3476 0.01 0.06 -0.04 0.46
H 3.8807 -2.5531 1.4770 -0.09 0.56 0.18 0.32
H 1.3581 -1.7051 2.9082 0.28 0.54 0.04 0.01
H 3.0953 -1.4038 3.5208 -0.21 0.62 -0.55 0.19
C -0.9402 -1.5212 -3.1009 -0.44 0.09 -0.75 -1.55
C -0.5450 -2.4601 -1.9810 1.06 0.33 -1.25 1.81
C -1.6006 -3.4421 -1.4986 0.24 0.66 0.91 -0.27
O -0.8336 -4.6280 -1.2698 -0.25 -0.23 0.06 -0.38
C 0.2638 -4.6043 -2.0487 -0.53 0.22 -1.03 0.60
O 0.9254 -5.5447 -2.3374 0.40 -0.14 0.39 -0.55
O 0.4194 -3.3676 -2.5860 0.17 -0.17 0.56 -0.50
H -1.3560 -0.5665 -2.7748 -0.66 -0.47 0.18 0.16
H -1.5729 -2.1141 -3.7680 -0.56 0.52 0.11 0.40
H -0.1746 -1.1779 -3.8035 0.74 -0.46 0.63 0.37
H -0.0246 -1.9179 -1.1942 -0.21 -0.19 0.30 -0.63
H -2.4023 -3.5916 -2.2224 0.16 -0.27 -0.14 0.40
H -2.0142 -3.1387 -0.5423 -0.16 -0.02 -0.06 0.12
C 2.9600 2.7154 3.4840 -0.68 -0.06 0.69 -1.43
C 3.0324 2.3501 2.0258 0.14 0.24 0.21 0.76
C 1.7116 2.4385 1.2556 0.32 -0.98 -0.78 0.20
O 2.0612 3.1219 0.0458 -0.05 0.45 0.34 -0.32
C 3.3524 3.5269 0.1029 0.08 0.15 -0.08 0.53
O 3.9347 4.0166 -0.8066 -0.03 0.12 0.12 -0.53
O 3.8706 3.2932 1.3326 -0.13 -0.34 -0.16 -0.41
H 2.5385 1.8884 4.0688 0.05 -0.07 -0.21 0.29
H 2.2806 3.5558 3.6498 0.18 0.16 -0.13 0.40
H 3.9131 2.9491 3.9525 0.18 -0.01 -0.33 0.38
H 3.4511 1.3472 1.9163 0.21 0.10 -0.12 0.17
H 0.8994 2.9038 1.8148 0.06 0.36 -0.22 0.23
H 1.4096 1.4634 0.8832 -0.34 -0.10 0.57 -0.30
C -0.5780 2.2283 -2.4063 0.35 0.81 0.69 -0.84
C -1.3785 3.2311 -3.2059 -0.16 0.10 0.14 0.52
C -0.6724 3.8891 -4.3742 1.01 -0.66 0.44 -0.58
O -1.7321 4.1333 -5.2745 0.23 0.16 -0.36 -0.34
C -2.7033 3.2133 -5.0555 -0.23 0.23 0.21 0.53
O -3.6059 3.0052 -5.7928 0.00 -0.13 0.09 -0.52
O -2.5163 2.6197 -3.8436 0.17 -0.03 -0.37 -0.35
H 0.3057 1.8552 -2.9217 -0.25 -0.27 -0.24 0.49
H -1.1831 1.4260 -1.9963 -0.06 -0.10 -0.25 -0.10
H -0.1854 2.7673 -1.5378 0.11 -0.12 0.00 0.13
H -1.7699 4.0308 -2.5645 -0.09 -0.18 0.10 0.32
H 0.0799 3.2087 -4.7950 -0.37 -0.16 -0.30 0.36
H -0.0823 4.7612 -4.0971 -0.61 0.42 -0.11 0.36
```
Positions in Å, forces in eV/Å.